Computed, not measured: a structure of composition C25H26BF5N8OS3Sn, with ωB97M-V/def2-TZVPD.

Properties
Energy in eV: -92906.0711
Relative energy (zero: lowest compared OMol25 entry of this formula, charge and spin) in eV: 0.762
HOMO-LUMO gap in eV: 6.9

ORCA input file:
```
! wB97M-V def2-TZVPD RIJCOSX def2/J DEFGRID3
* xyz 2 1
Sn 0.610 -1.329 0.206
S -0.218 1.878 -2.212
S -0.319 0.713 1.662
S -1.936 1.079 -1.417
F 5.295 -2.813 4.757
F 3.694 -0.880 3.713
F 1.478 -4.090 1.117
F 3.091 -6.052 2.156
F 4.979 -5.402 4.016
O 1.741 -1.519 1.944
N -1.666 -1.548 1.966
N -1.759 -0.052 3.745
N -2.999 1.507 -3.940
N -0.252 4.609 -1.949
N 2.419 -0.106 -0.703
N -1.842 3.833 -3.245
N 6.086 1.185 -2.144
N -3.367 -0.494 -3.126
C -2.505 -2.354 2.616
C -3.006 -0.395 5.812
C 0.907 4.667 -1.074
C -3.047 -1.990 3.857
C 4.356 -3.136 3.877
C -3.946 -0.451 -4.368
C -0.982 5.682 -2.382
C -3.421 -1.617 -2.209
C 2.433 -3.799 2.033
C -1.315 -0.374 2.498
C 4.458 1.091 -0.377
C -1.973 5.195 -3.174
C 3.238 0.645 0.055
C -2.617 -0.831 4.447
C -0.794 3.504 -2.496
C 3.239 -4.793 2.553
C 4.905 0.755 -1.671
C -2.817 -3.660 1.974
C 4.041 -0.039 -2.454
C -2.804 0.710 -2.896
C 2.545 -2.464 2.412
C 3.541 -2.156 3.341
C 2.840 -0.438 -1.934
C 4.201 -4.462 3.494
C -3.703 0.784 -4.871
B -2.719 3.028 -4.269
H -3.789 3.557 -4.300
H -2.118 -0.285 6.439
H -1.885 -4.201 1.802
H -3.567 -2.528 -2.784
H -2.142 3.054 -5.316
H 6.724 1.684 -1.551
H -3.484 -4.263 2.583
H -4.486 -1.285 -4.781
H 1.828 4.635 -1.654
H -3.969 1.203 -5.825
H -3.276 -3.493 0.999
H -3.671 -1.121 6.269
H -1.402 0.802 4.156
H 5.082 1.682 0.279
H 4.330 -0.345 -3.450
H 0.876 5.597 -0.515
H -4.250 -1.502 -1.510
H 2.882 0.870 1.054
H 2.166 -1.056 -2.519
H 6.422 0.881 -3.040
H -3.510 0.573 5.786
H -3.753 -2.635 4.356
H -2.488 -1.687 -1.650
H 0.893 3.831 -0.378
H -0.746 6.693 -2.100
H -2.757 5.719 -3.692
*
```

These are the natural (NBO) partial charges, in e, on atoms 1 to 8: atom 1 (Sn): 1.302, atom 2 (S): 0.209, atom 3 (S): -0.227, atom 4 (S): 0.210, atom 5 (F): -0.274, atom 6 (F): -0.297, atom 7 (F): -0.323, atom 8 (F): -0.276

Computed, not measured: a structure of composition C25H26Cl2N8O2Pd, with ωB97M-V/def2-TZVPD.

Properties
Energy in eV: -70885.8165
Relative energy (zero: lowest compared OMol25 entry of this formula, charge and spin) in eV: 0.067
HOMO-LUMO gap in eV: 6.5

ORCA input file:
```
! wB97M-V def2-TZVPD RIJCOSX def2/J DEFGRID3
* xyz 0 1
Pd -0.884 1.672 -0.637
Cl -2.796 7.072 -1.061
Cl -1.066 4.701 -0.744
O 2.474 -2.478 1.473
O -4.321 0.588 -0.897
N -1.905 1.581 1.231
N 3.467 -1.109 2.873
N -1.826 1.020 3.330
N 0.857 1.575 -1.774
N 2.926 2.097 -2.468
N 4.219 -1.165 1.703
N 2.543 0.903 -2.973
N -3.144 1.120 3.045
C 3.771 -1.075 -1.347
C -0.725 -3.197 4.194
C 3.756 -2.489 -3.278
C 3.596 -1.962 0.910
C 3.722 -1.216 -2.727
C 0.643 -0.809 3.917
C -1.136 6.468 -0.868
C 2.451 -1.876 2.687
C -3.941 0.286 -3.190
C -0.647 -0.799 4.423
C 0.535 -3.194 3.614
C 1.218 -1.991 3.472
C 1.304 0.610 -2.555
C -1.349 0.523 4.619
C 3.793 -2.195 -0.527
C -1.105 1.301 2.243
C 3.837 -3.610 -2.460
C 3.522 0.014 -3.587
C -3.581 -0.620 -0.985
C -3.149 1.467 1.776
C 3.831 -3.469 -1.082
C 1.879 2.476 -1.773
C -1.325 -2.002 4.570
C -3.931 1.317 -2.055
C -3.702 -1.050 -2.452
H -1.259 -4.130 4.316
H 1.198 0.113 3.793
H 3.719 -0.092 -0.894
H -0.031 1.289 2.201
H -4.907 0.278 -3.695
H -2.525 -0.424 -0.744
H -3.174 0.501 -3.933
H -4.051 1.607 1.207
H 4.430 0.609 -3.667
H -4.546 -1.725 -2.592
H -0.570 6.782 -1.737
H -2.338 -2.004 4.954
H -0.733 6.899 0.040
H 0.979 -4.114 3.258
H 1.841 3.402 -1.226
H -3.999 -1.328 -0.272
H 3.866 -4.597 -2.901
H -2.912 1.711 -1.908
H 3.205 -0.268 -4.591
H 0.795 -0.312 -2.779
H -4.626 2.143 -2.193
H -0.683 1.265 5.060
H 3.702 -2.612 -4.354
H 3.837 -4.340 -0.440
H -2.229 0.423 5.248
H -2.803 -1.564 -2.793
*
```

These are the natural (NBO) partial charges, in e, on atoms 1 to 8: atom 1 (Pd): -0.100, atom 2 (Cl): -0.043, atom 3 (Cl): -0.014, atom 4 (O): -0.409, atom 5 (O): -0.542, atom 6 (N): -0.515, atom 7 (N): -0.287, atom 8 (N): -0.182

Computed, not measured: a structure of composition C25H26N6O4S2Yb at a distorted geometry, with ωB97M-V/def2-TZVPD.

Properties
Energy in eV: -96675.0573
Relative energy (zero: lowest compared OMol25 entry of this formula, charge and spin) in eV: 0.000
HOMO-LUMO gap (alpha / beta) in eV: 7.7 / 7.7

ORCA input file:
```
! wB97M-V def2-TZVPD RIJCOSX def2/J DEFGRID3
* xyz 1 2
Yb -0.119 0.169 -0.968
S -1.217 0.516 -4.356
S -2.768 0.633 0.028
O 0.749 -1.348 -2.345
O -1.162 0.608 -2.881
O -1.063 -1.888 -1.208
O -2.538 0.680 -4.871
N -0.679 -1.005 1.382
N 1.788 -0.229 0.776
N -4.169 -1.306 1.103
N -0.617 -0.908 -4.849
N 3.561 6.429 -3.721
N -1.955 -1.445 1.522
C -0.121 1.684 -5.031
C -2.963 -0.775 0.919
C 1.293 4.557 -1.788
C -0.325 -2.040 -2.225
C 3.989 0.271 1.564
C 2.553 -1.140 2.839
C -1.409 -2.115 -4.473
C 0.651 3.444 -1.258
C 1.588 2.402 -6.532
C 0.238 -1.582 2.036
C 0.021 -2.751 2.952
C 0.798 1.379 -6.034
C 2.440 4.386 -2.560
C 0.504 3.983 -5.093
C 2.934 3.104 -2.782
C 1.588 -0.977 1.870
C 1.458 3.712 -6.071
C 2.316 4.818 -6.629
C 1.106 2.133 -1.457
C 3.080 5.525 -3.190
C 2.967 0.380 0.634
C -0.751 -2.939 -3.346
C 2.266 2.019 -2.239
C 3.777 -0.501 2.686
C -0.278 2.982 -4.559
H -4.952 -0.863 0.653
H -0.999 3.205 -3.779
H 4.926 0.790 1.398
H 0.907 5.556 -1.616
H -0.246 3.624 -0.669
H 0.135 -3.446 -3.729
H 0.385 4.999 -4.730
H 2.679 1.035 -2.448
H -2.412 -1.803 -4.186
H 0.367 -0.980 -4.593
H 4.546 -0.604 3.445
H 3.089 0.989 -0.249
H -1.514 -2.742 -5.352
H -2.143 -2.287 2.029
H -1.459 -3.673 -2.976
H -4.323 -2.165 1.599
H -0.697 -3.460 2.533
H 0.882 0.382 -6.443
H 0.946 -3.299 3.110
H 3.825 2.969 -3.386
H 2.314 2.177 -7.305
H -0.355 -2.419 3.927
H 2.353 -1.735 3.720
H 2.425 5.637 -5.918
H 1.867 5.224 -7.541
H 3.309 4.449 -6.890
*
```

These are the natural (NBO) partial charges, in e, on atoms 1 to 8: atom 1 (Yb): 1.920, atom 2 (S): 2.352, atom 3 (S): -0.174, atom 4 (O): -0.775, atom 5 (O): -1.017, atom 6 (O): -0.739, atom 7 (O): -0.893, atom 8 (N): -0.242

Computed, not measured: a structure of composition C25H26N6O5S at a distorted geometry, with ωB97M-V/def2-TZVPD.

Properties
Energy in eV: -56338.4422
Relative energy (zero: lowest compared OMol25 entry of this formula, charge and spin) in eV: 23.584
HOMO-LUMO gap in eV: 8.1

ORCA input file:
```
! wB97M-V def2-TZVPD RIJCOSX def2/J DEFGRID3
* xyz 0 1
S 0.442 1.345 -0.416
O 1.400 1.994 -1.158
O 4.882 2.083 -2.297
O 0.432 -0.226 -0.524
O -3.529 -2.803 -1.171
O -3.499 -2.463 1.370
N 4.201 -0.925 -2.994
N 0.601 1.802 1.268
N 3.954 1.611 -0.388
N 3.283 -0.288 0.492
N 3.402 -2.328 -1.039
N 3.871 -2.209 -2.374
C 2.348 0.748 3.071
C -0.810 -3.009 -1.408
C -5.317 3.213 -1.348
C 3.472 -0.956 -0.569
C 1.693 2.521 1.635
C -2.933 -2.651 0.193
C -2.721 3.576 -1.022
C 0.426 -2.910 -1.507
C -3.764 2.674 -1.450
C 0.760 -3.172 0.977
C 0.231 0.820 2.289
C -2.301 0.812 -0.735
C -1.244 1.651 -0.772
C 4.252 1.285 -1.439
C 2.738 -3.334 -0.284
C -1.448 -2.768 -0.159
C 4.002 -0.161 -1.562
C -0.694 -2.913 1.008
C 1.257 -2.955 -0.249
C -3.508 1.528 -0.965
C 2.975 1.776 1.863
C 3.355 0.924 0.780
C -4.908 -2.441 -0.867
C 1.201 0.060 2.567
C -1.454 3.160 -1.007
H -1.419 -2.612 -2.140
H 3.203 -4.189 -0.727
H 1.996 3.104 0.584
H 0.990 -3.031 -2.506
H -5.485 2.958 -2.618
H -5.396 -3.437 -0.829
H 3.804 2.326 2.268
H -5.395 4.258 -1.430
H -5.964 2.433 -0.996
H -0.709 3.916 -0.942
H 4.126 2.427 -0.154
H -2.815 4.522 -1.348
H -5.108 -1.921 -1.930
H 1.475 3.220 2.426
H 1.417 -0.792 1.935
H 3.281 -0.009 3.171
H 1.010 -0.545 3.430
H -0.161 1.694 3.304
H -4.217 0.563 -1.007
H -5.061 -1.789 -0.125
H -1.974 -0.268 -0.489
H 2.362 1.326 3.873
H 3.344 -3.460 0.486
H 1.378 -3.250 1.963
H -1.069 -2.889 2.007
H -0.662 0.375 1.986
*
```

These are the natural (NBO) partial charges, in e, on atoms 1 to 8: atom 1 (S): 2.272, atom 2 (O): -0.898, atom 3 (O): -0.711, atom 4 (O): -0.984, atom 5 (O): -0.527, atom 6 (O): -0.597, atom 7 (N): -0.132, atom 8 (N): -0.678